No. 1
Entry from the Open Molecules 2025 dataset: an isolated molecule of C10H16O3 at a distorted geometry (ωB97M-V/def2-TZVPD).

**Calculated total energy**: -16766.179 eV
**E_LUMO**: 0.95 eV
**E_HOMO**: -9.7 eV
**SMILES string**: C(C[C@@H]1CO1)C[C@H]1O[C@@H]1C[C@@H]1CO1

Geometry (Å):
C -0.52 1.38 -0.67
C -0.58 2.63 -1.60
C -2.02 3.01 -1.73
C -2.66 4.49 -1.61
O -2.80 3.41 -0.65
C 0.98 0.74 -0.70
C 1.09 -0.62 -0.03
O 2.18 -0.81 0.78
C 0.95 -0.96 1.52
C 0.54 -2.43 1.86
C 1.53 -3.52 1.44
C 1.02 -4.93 1.76
O 2.15 -4.36 2.39
H -0.76 1.57 0.37
H -1.13 0.56 -1.04
H -0.18 2.40 -2.59
H 0.11 3.29 -1.20
H -2.52 2.31 -2.34
H -3.64 4.87 -2.03
H -1.97 5.38 -1.36
H 1.59 1.49 -0.16
H 1.30 0.57 -1.70
H 0.93 -1.35 -0.81
H 0.70 -0.08 2.15
H 0.40 -2.38 2.95
H -0.28 -2.71 1.16
H 2.22 -3.26 0.51
H 1.33 -5.69 1.03
H 0.05 -5.01 2.30

No. 2
Entry from the Open Molecules 2025 dataset: an isolated molecule of C6H13NO (ωB97M-V/def2-TZVPD).

**Calculated total energy**: -9971.029 eV
**E_LUMO**: 0.87 eV
**E_HOMO**: -9.5 eV
**SMILES string**: CC(=O)NCC(C)C

Geometry (Å):
C 1.09 0.17 3.20
C 1.13 0.74 1.80
O 2.08 1.34 1.36
N -0.02 0.54 1.10
C -0.13 0.85 -0.32
C -0.25 -0.41 -1.16
C 0.23 -0.20 -2.60
C -1.68 -0.99 -1.16
H 2.07 0.28 3.63
H 0.85 -0.90 3.14
H 0.37 0.71 3.80
H -0.75 -0.05 1.47
H -1.06 1.42 -0.45
H 0.69 1.48 -0.65
H 0.43 -1.14 -0.73
H -0.29 0.63 -3.09
H 0.05 -1.11 -3.17
H 1.28 0.08 -2.60
H -2.23 -0.82 -0.24
H -1.63 -2.07 -1.33
H -2.23 -0.57 -2.01

No. 3
Entry from the Open Molecules 2025 dataset: a cluster of 2 separate species, C5H9NO in total at a distorted geometry (ωB97M-V/def2-TZVPD).

**Calculated total energy**: -8866.447 eV
**E_LUMO**: 0.79 eV
**E_HOMO**: -9.0 eV
**SMILES string**: C=C=NC(=C)C.O

Geometry (Å):
C 0.08 -1.08 2.07
C 0.19 -0.65 0.85
N 0.19 -0.33 -0.33
C -0.41 0.78 -0.92
C -0.19 1.02 -2.20
C -1.29 1.62 -0.04
H -0.75 -1.69 2.38
H 0.84 -0.86 2.80
H -0.62 1.87 -2.70
H 0.46 0.38 -2.79
H -1.73 2.44 -0.60
H -0.70 2.04 0.78
H -2.08 1.01 0.40
O 2.33 -2.17 0.28
H 1.71 -2.90 0.32
H 1.97 -1.50 -0.32

Energy above the lowest of the compared OMol25 structures with the same formula, charge and spin per entry: 133.9, 3.3, 63.8 kcal per mole